1.
# C2H5FIN

2 unconnected molecules or ions with the total composition C2H5FIN (ωB97M-V with the def2-TZVPD basis set, OMol25).

Structure (ORCA input):
```
! RIJCOSX wB97M-V def2-TZVPD def2/J DEFGRID3
* xyz 0 1
C 0.13 0.38 0.27
C 0.02 -1.48 -1.33
N -0.26 -0.26 -0.97
F -0.60 -1.82 -2.43
I 3.32 -1.22 -0.25
H -0.47 0.00 1.20
H 1.28 0.20 0.31
H -0.25 1.37 0.09
H 0.55 -2.24 -0.72
H -0.79 0.23 -1.72
*
```

Output
* max |F|: 2.74 eV Å⁻¹
* LUMO energy: -1.11 eV

=====

2.
# C2H5FIN

C2H5FIN in the gas phase (ωB97M-V with the def2-TZVPD basis set, OMol25).

Structure (ORCA input):
```
! RIJCOSX wB97M-V def2-TZVPD def2/J DEFGRID3
* xyz 0 1
C 0.38 -0.82 0.46
C -0.34 0.41 0.95
N -0.23 1.57 -0.16
F -1.67 0.12 1.25
I 0.78 1.32 2.61
H -0.34 -1.32 -0.29
H 1.22 -0.27 0.14
H 0.50 -1.67 1.12
H -0.35 1.05 -1.00
H -1.01 2.17 0.07
*
```

Output
* max |F|: 4.58 eV Å⁻¹
* SMILES: C[C@@](N)(F)I
* LUMO energy: 0.40 eV

=====

3.
# C2H5FN2

C2H5FN2 in the gas phase (ωB97M-V with the def2-TZVPD basis set, OMol25).

Structure (ORCA input):
```
! RIJCOSX wB97M-V def2-TZVPD def2/J DEFGRID3
* xyz 0 1
C 0.34 -0.11 0.18
C -0.52 0.95 -0.47
H 0.22 -2.14 0.85
H -0.82 -1.76 -0.36
H 1.82 0.94 0.74
H -0.70 1.69 0.32
H 0.02 1.49 -1.24
N -0.29 -1.37 0.37
N 1.55 -0.01 0.60
F -1.62 0.32 -1.00
*
```

Output
* max |F|: 2.58 eV Å⁻¹
* SMILES: [H]/N=C(/N)CF
* LUMO energy: 1.00 eV

=====

4.
# C2H5FO

2 unconnected molecules or ions with the total composition C2H5FO (ωB97M-V with the def2-TZVPD basis set, OMol25).

Structure (ORCA input):
```
! RIJCOSX wB97M-V def2-TZVPD def2/J DEFGRID3
* xyz 0 1
C -0.20 -1.44 0.89
C 0.85 1.32 -1.33
O 0.55 2.15 -0.43
F -0.23 1.09 -2.07
H 0.16 -1.35 1.82
H 0.17 -0.59 0.37
H -1.30 -1.54 0.68
H 0.42 -2.12 0.39
H -0.42 2.49 -0.32
*
```

Output
* max |F|: 4.12 eV Å⁻¹
* LUMO energy: 0.59 eV

=====

5.
# C2H5FO2

C2H5FO2 in the gas phase (ωB97M-V with the def2-TZVPD basis set, OMol25).

Structure (ORCA input):
```
! RIJCOSX wB97M-V def2-TZVPD def2/J DEFGRID3
* xyz 0 1
C -0.47 -0.42 -0.66
C 0.13 -0.22 0.73
O 0.55 0.02 -1.53
O 0.78 0.96 0.85
F -1.03 -0.26 1.54
H -0.63 -1.49 -0.65
H -1.42 0.01 -0.82
H 0.77 -1.06 1.20
H 1.01 0.77 -1.08
H 0.30 1.69 0.40
*
```

Output
* max |F|: 3.42 eV Å⁻¹
* SMILES: OC[C@@H](O)F
* LUMO energy: 0.65 eV

=====

6.
# C2H5FS

2 unconnected molecules or ions with the total composition C2H5FS (ωB97M-V with the def2-TZVPD basis set, OMol25).

Structure (ORCA input):
```
! RIJCOSX wB97M-V def2-TZVPD def2/J DEFGRID3
* xyz 0 1
C -0.57 -0.17 0.89
C 0.06 0.27 -0.45
F -0.60 -0.40 -1.41
S 1.77 0.38 -0.65
H -0.12 -1.14 1.39
H -1.62 -0.39 0.67
H -0.57 0.67 1.53
H -0.32 1.72 -1.05
H 1.97 -0.94 -0.92
*
```

Output
* max |F|: 4.55 eV Å⁻¹
* LUMO energy: 0.62 eV

=====

7.
# C2H5FS

2 unconnected molecules or ions with the total composition C2H5FS (ωB97M-V with the def2-TZVPD basis set, OMol25).

Structure (ORCA input):
```
! RIJCOSX wB97M-V def2-TZVPD def2/J DEFGRID3
* xyz 0 1
C 0.97 0.17 -0.07
C -0.38 -0.35 0.32
F -0.59 -1.60 -0.16
S -1.77 0.74 -0.04
H 1.03 0.22 -1.16
H 1.75 -0.51 0.28
H 1.14 1.16 0.34
H -0.54 -0.54 1.84
H -1.62 0.72 -1.36
*
```

Output
* max |F|: 4.74 eV Å⁻¹
* LUMO energy: 0.85 eV

=====

8.
# C2H5FSi

2 unconnected molecules or ions with the total composition C2H5FSi (ωB97M-V with the def2-TZVPD basis set, OMol25).

Structure (ORCA input):
```
! RIJCOSX wB97M-V def2-TZVPD def2/J DEFGRID3
* xyz 0 1
C 1.52 0.25 -0.38
C 0.36 -0.11 0.13
F 2.72 -0.13 0.10
Si -1.50 0.13 0.10
H 1.66 0.82 -1.33
H 0.95 -1.61 1.84
H -1.85 0.92 1.19
H -2.21 -1.00 -0.37
H -1.64 0.74 -1.28
*
```

Output
* max |F|: 3.93 eV Å⁻¹
* LUMO energy (spin up / spin down): -0.69 / -0.38 eV

=====

9.
# C2H5IN

A molecular structure, C2H5IN (ωB97M-V with the def2-TZVPD basis set, OMol25).

Structure (ORCA input):
```
! RIJCOSX wB97M-V def2-TZVPD def2/J DEFGRID3
* xyz 1 1
C 0.60 -0.73 0.00
C 0.30 0.70 -0.03
N -0.79 -0.25 0.12
I 0.38 1.99 -1.77
H 0.87 -1.35 -0.86
H 0.97 -0.91 1.02
H 0.34 1.47 1.16
H -1.52 -0.13 -0.67
H -1.15 -0.79 1.02
*
```

Output
* max |F|: 6.20 eV Å⁻¹
* LUMO energy: -4.57 eV

=====

10.
# C2H5IN2S

2 unconnected molecules or ions with the total composition C2H5IN2S (ωB97M-V with the def2-TZVPD basis set, OMol25).

Structure (ORCA input):
```
! RIJCOSX wB97M-V def2-TZVPD def2/J DEFGRID3
* xyz 0 1
C -1.60 -0.98 -0.79
C 0.97 0.96 -0.47
N -1.66 -0.86 -1.92
N -0.38 0.16 1.45
S 0.82 -0.41 0.39
I 2.62 -0.89 2.25
H 1.86 1.11 -1.14
H 0.32 1.82 -0.37
H -1.34 -0.65 -2.84
H -1.33 0.11 1.17
H -0.29 -0.37 2.28
*
```

Output
* max |F|: 2.04 eV Å⁻¹
* LUMO energy (spin up / spin down): -0.78 / -0.78 eV

=====

11.
# C2H5INO

A molecular structure, C2H5INO (ωB97M-V with the def2-TZVPD basis set, OMol25).

Structure (ORCA input):
```
! RIJCOSX wB97M-V def2-TZVPD def2/J DEFGRID3
* xyz -1 1
C -0.02 0.76 0.16
C 0.20 -1.12 0.10
N -0.90 -1.80 0.19
O -0.88 -3.10 -0.01
I -3.55 0.23 -0.16
H 0.71 1.06 -0.64
H -1.02 0.90 -0.03
H 0.34 0.97 1.18
H 1.26 -1.36 -0.19
H -1.83 -1.15 -0.05
*
```

Output
* max |F|: 6.21 eV Å⁻¹
* LUMO energy: 3.79 eV

=====

12.
# C2H5IO

2 unconnected molecules or ions with the total composition C2H5IO (ωB97M-V with the def2-TZVPD basis set, OMol25).

Structure (ORCA input):
```
! RIJCOSX wB97M-V def2-TZVPD def2/J DEFGRID3
* xyz 0 3
C 0.74 -0.11 -0.17
C -1.31 -0.43 1.08
O 0.45 0.62 -1.31
I -2.82 -0.06 -0.25
H 0.77 -1.21 -0.10
H 1.30 0.52 0.48
H -1.11 0.21 1.83
H -1.14 -1.47 1.52
H 0.35 -0.06 -1.99
*
```

Output
* <S²>: 2.0097
* max |F|: 5.14 eV Å⁻¹
* LUMO energy (spin up / spin down): 0.50 / -0.95 eV

=====

13.
# C2H5IS2

C2H5IS2 in the gas phase (ωB97M-V with the def2-TZVPD basis set, OMol25).

Structure (ORCA input):
```
! RIJCOSX wB97M-V def2-TZVPD def2/J DEFGRID3
* xyz 0 1
C -0.92 0.46 0.55
C -0.90 -0.65 -0.49
S 0.50 -1.79 -0.25
S 3.76 1.69 -0.34
I 2.91 -0.27 0.40
H -0.74 0.07 1.54
H -0.12 1.08 0.09
H -1.84 0.86 0.61
H -0.79 -0.24 -1.53
H -1.86 -1.20 -0.58
*
```

Output
* max |F|: 3.56 eV Å⁻¹
* LUMO energy (spin up / spin down): -3.05 / -3.05 eV

=====

14.
# C2H5ISi

A molecular structure, C2H5ISi (ωB97M-V with the def2-TZVPD basis set, OMol25).

Structure (ORCA input):
```
! RIJCOSX wB97M-V def2-TZVPD def2/J DEFGRID3
* xyz 0 1
C -0.88 -0.53 0.12
C 0.95 0.33 0.35
Si -0.65 1.30 -0.11
I -1.62 2.59 1.77
H -0.85 -1.34 -0.65
H -1.16 -1.06 1.05
H 1.01 0.56 1.44
H 1.59 -0.23 -0.33
H -0.87 2.05 -1.46
*
```

Output
* max |F|: 4.45 eV Å⁻¹
* LUMO energy: 0.46 eV

=====

15.
# C2H5LiO2Yb

A molecular structure, C2H5LiO2Yb (ωB97M-V with the def2-TZVPD basis set, OMol25).

Structure (ORCA input):
```
! RIJCOSX wB97M-V def2-TZVPD def2/J DEFGRID3
* xyz 2 3
O 1.74 -0.84 -0.42
C 1.48 0.46 -0.36
C 0.47 1.13 0.22
Li 2.72 -1.37 -1.88
Yb 0.75 -2.46 0.82
H 0.62 2.17 -0.20
H 2.33 1.22 -0.45
H -0.45 0.58 0.44
H -2.52 -0.05 0.93
O -3.23 -0.67 0.69
H -3.91 -0.17 0.23
*
```

Output
* <S²>: 2.0172
* max |F|: 5.28 eV Å⁻¹
* LUMO energy (spin up / spin down): -7.84 / -12.31 eV

=====

16.
# C2H5MnO3

A molecular structure, C2H5MnO3 (ωB97M-V with the def2-TZVPD basis set, OMol25).

Structure (ORCA input):
```
! RIJCOSX wB97M-V def2-TZVPD def2/J DEFGRID3
* xyz 1 6
H -0.60 0.83 3.43
O 0.36 1.09 1.67
O 0.94 -0.15 1.83
C -0.52 1.40 2.50
H -0.92 2.41 2.37
Mn 1.42 -0.80 0.12
O 0.93 -0.89 -1.56
C -0.15 -0.96 -2.41
H 0.12 -0.70 -3.45
H -0.60 -1.97 -2.42
H -1.00 -0.26 -2.08
*
```

Output
* <S²>: 8.7593
* max |F|: 2.00 eV Å⁻¹
* LUMO energy (spin up / spin down): -6.28 / -6.28 eV

=====

17.
# C2H5N

A molecular structure, C2H5N (ωB97M-V with the def2-TZVPD basis set, OMol25).

Structure (ORCA input):
```
! RIJCOSX wB97M-V def2-TZVPD def2/J DEFGRID3
* xyz -1 2
C 0.22 1.02 -0.04
C -0.69 -0.81 -0.15
N 0.60 -0.48 0.26
H -0.20 1.36 0.88
H -0.26 1.40 -0.98
H 1.21 1.46 -0.12
H -1.52 -1.01 0.62
H -0.92 -0.97 -1.21
*
```

Output
* <S²>: 0.7542
* max |F|: 3.86 eV Å⁻¹
* LUMO energy (spin up / spin down): 5.37 / 5.09 eV

=====

18.
# C2H5N

A molecular structure, C2H5N (ωB97M-V with the def2-TZVPD basis set, OMol25).

Structure (ORCA input):
```
! RIJCOSX wB97M-V def2-TZVPD def2/J DEFGRID3
* xyz 0 1
C -0.66 -0.17 0.72
C 0.08 0.34 -0.47
N 1.43 0.50 -0.72
H -0.15 -0.92 -0.21
H -1.73 0.14 0.77
H -0.32 -0.40 1.78
H -0.45 0.96 -1.19
H 1.81 -0.45 -0.68
*
```

Output
* max |F|: 6.26 eV Å⁻¹
* LUMO energy: 0.41 eV

=====

19.
# C2H5N2

A gas-phase ion, C2H5N2 (charge +1) (ωB97M-V with the def2-TZVPD basis set, OMol25).

Structure (ORCA input):
```
! RIJCOSX wB97M-V def2-TZVPD def2/J DEFGRID3
* xyz 1 1
C -0.82 -0.45 -0.06
C 1.35 0.64 0.02
N -1.53 0.59 0.18
N 0.57 -0.37 0.16
H -1.26 -1.36 -0.37
H 0.87 1.65 -0.17
H 2.39 0.41 0.06
H -2.52 0.31 -0.11
H 0.94 -1.42 0.27
*
```

Output
* max |F|: 4.51 eV Å⁻¹
* SMILES: [H]/N=C/[NH+]=C
* LUMO energy: -6.28 eV

=====

20.
# C2H5N2

2 unconnected molecules or ions with the total composition C2H5N2 (ωB97M-V with the def2-TZVPD basis set, OMol25).

Structure (ORCA input):
```
! RIJCOSX wB97M-V def2-TZVPD def2/J DEFGRID3
* xyz 1 1
C 0.18 -1.41 0.75
C 0.42 -0.58 -0.27
N -0.67 2.18 -0.46
N 0.19 1.62 -0.89
H 0.95 -1.57 1.50
H -0.25 -0.54 -1.12
H -0.72 -1.99 0.85
H 1.41 -0.16 -0.41
H -1.51 2.44 0.05
*
```

Output
* max |F|: 2.67 eV Å⁻¹
* LUMO energy (spin up / spin down): -6.95 / -6.95 eV